1.
DFT (wB97M-V/def2-TZVPD) results for one molecule with the formula C20H25FN4O2.

XYZ file:
```
52
Properties=species:S:1:pos:R:3
C -3.8353 -1.5505 1.2760
H -3.4131 -2.1202 2.0989
H -3.1394 -1.5793 0.4403
H -4.7681 -2.0170 0.9663
C -4.0708 -0.1070 1.7161
N -4.6305 0.6749 0.6434
C -3.9988 1.5435 -0.1902
N -4.8123 2.0073 -1.1086
C -6.0175 1.4330 -0.8678
C -5.9246 0.6025 0.2104
H -6.6525 -0.0111 0.7002
H -6.8665 1.6548 -1.4820
C -2.5609 1.9173 -0.0951
N -1.6931 0.8558 -0.5935
C -0.8730 0.2270 0.2743
O -0.8562 0.5061 1.4619
C 0.0723 -0.8287 -0.2900
C 1.4186 -0.1535 -0.5497
N 2.4488 -1.1022 -0.9129
C 2.4808 -2.4040 -0.5398
O 3.4419 -3.1137 -0.7741
C 1.2370 -2.9751 0.1156
C 0.3062 -1.9417 0.7279
H 0.7412 -1.5097 1.6301
H -0.6399 -2.4089 1.0079
H 1.5690 -3.6987 0.8618
H 0.7134 -3.5397 -0.6626
C 3.6402 -0.5173 -1.5063
C 4.3639 0.3672 -0.5259
C 4.4656 1.7346 -0.7352
C 5.1164 2.5114 0.2057
C 5.6617 1.9724 1.3551
C 5.5511 0.6065 1.5572
C 4.9097 -0.1895 0.6259
H 4.8311 -1.2549 0.7809
H 5.9719 0.1635 2.4467
H 6.1589 2.6126 2.0661
F 5.2147 3.8412 -0.0082
H 4.0547 2.2009 -1.6177
H 4.2802 -1.3546 -1.7992
H 3.3522 0.0494 -2.3974
H 1.3306 0.5731 -1.3660
H 1.7178 0.3965 0.3540
H -0.3104 -1.2600 -1.2164
C -1.8195 0.5523 -2.0015
H -2.5981 1.1917 -2.4130
H -0.8874 0.7420 -2.5375
H -2.1202 -0.4852 -2.1642
H -2.2677 2.1148 0.9386
H -2.4066 2.8181 -0.6950
H -3.1228 0.3367 2.0269
H -4.7647 -0.0848 2.5618
```

Computed properties:
Calculated total energy   -1246.543087 a.u.
LUMO   0.54 eV
ΔE to the lowest compared entry with this formula, charge and spin   36.6 kJ/mol
SMILES   CCn1ccnc1CN(C)C(=O)[C@@H]1CCC(=O)N(Cc2cccc(F)c2)C1

Want to see where the charge sits? The Löwdin charges in e are: number 1, C, carries -0.058; number 2, H, carries 0.078; number 3, H, carries 0.064; number 4, H, carries 0.073; number 5, C, carries -0.173; number 6, N, carries -0.044; number 7, C, carries -0.316; number 8, N, carries 0.099; number 9, C, carries -0.145; number 10, C, carries -0.072; number 11, H, carries 0.113; number 12, H, carries 0.092; number 13, C, carries -0.063; number 14, N, carries -0.075; number 15, C, carries -0.450; number 16, O, carries 0.051; number 17, C, carries -0.210; number 18, C, carries -0.093; number 19, N, carries -0.033; number 20, C, carries -0.454; number 21, O, carries 0.048; number 22, C, carries -0.077; number 23, C, carries -0.138; number 24, H, carries 0.128; number 25, H, carries 0.116; number 26, H, carries 0.126; number 27, H, carries 0.131; number 28, C, carries -0.097; number 29, C, carries -0.205; number 30, C, carries 0.033; number 31, C, carries -0.270; number 32, C, carries -0.013; number 33, C, carries -0.066; number 34, C, carries -0.030; number 35, H, carries 0.115; number 36, H, carries 0.107; number 37, H, carries 0.116; number 38, F, carries 0.056; number 39, H, carries 0.124; number 40, H, carries 0.131; number 41, H, carries 0.128; number 42, H, carries 0.133; number 43, H, carries 0.147; number 44, H, carries 0.137; number 45, C, carries -0.029; number 46, H, carries 0.088; number 47, H, carries 0.091; number 48, H, carries 0.095; number 49, H, carries 0.126; number 50, H, carries 0.136; number 51, H, carries 0.104; number 52, H, carries 0.127

2.
DFT (wB97M-V/def2-TZVPD) results for a 2-piece molecular cluster, C20H25N2S overall at a distorted geometry.

XYZ file:
```
48
Properties=species:S:1:pos:R:3
C -1.3915 -3.0564 2.3998
S -0.0258 -2.0273 1.8668
C 1.3261 -3.0441 2.4570
H -2.2741 -2.4177 2.5103
H -1.6056 -3.8304 1.6553
H -1.1340 -3.5005 3.3684
H 2.1993 -2.3937 2.5755
H 1.0558 -3.4770 3.4265
H 1.5554 -3.8271 1.7263
C 5.4908 2.4524 0.4260
N 4.2997 2.7241 -0.3508
C 4.2504 4.0326 -0.9723
C 3.2452 1.8104 -0.4286
C 2.1648 1.8934 0.4791
C 1.1064 1.0135 0.3750
C 1.0891 -0.0067 -0.5962
C -0.0381 -0.9091 -0.6606
C -1.3510 -0.4296 -0.6389
C -2.5494 -1.2584 -0.7441
C -2.7502 -2.6199 -0.9239
C -4.0729 -3.0851 -1.0341
C -5.1687 -2.2075 -0.9638
C -4.9726 -0.8299 -0.7670
C -3.6626 -0.3939 -0.6586
N -3.1885 0.9159 -0.5221
C -4.0389 2.0894 -0.4502
C -1.8215 0.9052 -0.5003
C 2.1957 -0.1125 -1.4790
C 3.2425 0.7880 -1.4079
H 5.4193 1.4557 0.8796
H 6.3791 2.4949 -0.2223
H 5.6065 3.2057 1.2214
H 3.3064 4.1552 -1.5186
H 4.3348 4.8231 -0.2096
H 5.0918 4.1429 -1.6746
H 2.1765 2.6661 1.2492
H 0.2582 1.1068 1.0584
H 0.1223 -1.9484 -0.9463
H -1.8862 -3.2875 -0.9971
H -4.2529 -4.1498 -1.1858
H -6.1836 -2.5839 -1.0611
H -5.7875 -0.1149 -0.6986
H -5.0800 1.7615 -0.5088
H -3.8784 2.6224 0.4954
H -3.8315 2.7764 -1.2813
H -1.2431 1.8231 -0.4152
H 2.1905 -0.8900 -2.2457
H 4.0817 0.7426 -2.1067
```

Computed properties:
Calculated total energy   -1284.536438 a.u.
Charge   +1
LUMO   -4.59 eV
ΔE to the lowest compared entry with this formula, charge and spin   0.0 kJ/mol

Want to see where the charge sits? The Löwdin charges in e are: number 1, C, carries -0.379; number 2, S, carries 0.845; number 3, C, carries -0.374; number 4, H, carries 0.041; number 5, H, carries 0.038; number 6, H, carries 0.044; number 7, H, carries 0.041; number 8, H, carries 0.044; number 9, H, carries 0.047; number 10, C, carries -0.068; number 11, N, carries -0.258; number 12, C, carries -0.068; number 13, C, carries -0.236; number 14, C, carries 0.022; number 15, C, carries -0.053; number 16, C, carries -0.236; number 17, C, carries -0.013; number 18, C, carries -0.160; number 19, C, carries -0.124; number 20, C, carries -0.015; number 21, C, carries -0.053; number 22, C, carries -0.050; number 23, C, carries 0.010; number 24, C, carries -0.160; number 25, N, carries -0.051; number 26, C, carries 0.017; number 27, C, carries 0.082; number 28, C, carries -0.002; number 29, C, carries 0.019; number 30, H, carries 0.093; number 31, H, carries 0.086; number 32, H, carries 0.086; number 33, H, carries 0.092; number 34, H, carries 0.085; number 35, H, carries 0.087; number 36, H, carries 0.130; number 37, H, carries 0.110; number 38, H, carries 0.120; number 39, H, carries 0.120; number 40, H, carries 0.113; number 41, H, carries 0.113; number 42, H, carries 0.109; number 43, H, carries 0.085; number 44, H, carries 0.110; number 45, H, carries 0.111; number 46, H, carries 0.149; number 47, H, carries 0.124; number 48, H, carries 0.130

HOMO for every record listed, in sequence, given in eV: -8.78, -10.55.